80
Properties=species:S:1:pos:R:3:forces:R:3:lowdin_charge:R:1 method="wB97M-V/def2-TZVPD" de_lowest_kcal_mol=125.4 e_lumo_ev=0.64 gap_ha=0.355 e_homo_ev=-9.0
C 5.22834 -2.65110 -1.54882 -0.412 -0.859 1.003 -0.07
O 4.17010 -3.46639 -1.04290 -0.074 0.385 -0.689 -0.22
C 2.90098 -2.81347 -0.96633 1.080 -1.163 0.987 -0.17
C 2.69255 -1.77226 0.17237 -0.029 0.803 1.194 -0.17
O 3.40647 -1.83561 1.42893 1.048 0.582 -0.860 -0.21
C 3.41313 -3.11018 2.03631 -0.684 0.846 -0.816 -0.09
H 6.06675 -3.34587 -1.49912 0.467 0.631 0.416 0.09
H 5.20497 -1.81188 -0.85364 1.095 0.400 -0.350 0.09
H 5.19373 -2.34866 -2.59545 -0.738 0.166 -0.134 0.07
H 2.31430 -3.69631 -0.71236 -0.701 0.346 -0.256 0.12
H 2.67609 -2.44242 -1.96626 -0.567 0.219 0.278 0.10
H 1.64204 -1.83049 0.45724 -0.330 -0.155 -0.376 0.09
H 2.85135 -0.71356 -0.03266 0.068 -0.161 -0.896 0.12
H 2.34996 -3.33251 1.94510 -0.024 -1.522 0.348 0.08
H 3.67829 -3.02749 3.09033 0.161 0.099 -0.164 0.09
H 4.11461 -3.70245 1.44874 -0.365 -0.775 0.398 0.09
C 0.72027 2.02711 2.10741 -0.072 0.228 0.465 -0.08
O 0.21538 2.27579 3.41656 1.023 -0.109 -0.769 -0.17
C -1.11559 1.85193 3.51729 0.655 -0.058 1.056 -0.21
C -1.54231 2.07438 4.96421 -0.689 0.452 -0.735 -0.21
O -0.74234 1.41339 5.92734 -0.825 0.371 1.179 -0.15
C -1.37692 1.35479 7.24742 0.037 -0.573 -0.794 -0.08
H 1.80691 2.11250 2.10237 -0.067 -0.117 0.228 0.09
H 0.34448 2.76465 1.39825 -0.232 0.219 -0.167 0.08
H 0.41303 1.04083 1.75962 0.153 -0.199 -0.053 0.07
H -1.18311 0.79633 3.25415 -0.149 -0.173 -0.097 0.11
H -1.71987 2.45570 2.84022 -0.461 -0.172 0.151 0.11
H -2.59821 1.80543 4.99330 -0.237 -0.576 0.350 0.11
H -1.57791 3.15857 5.07088 0.473 0.316 0.585 0.12
H -0.72227 0.87497 7.97496 0.382 -0.058 -0.484 0.08
H -2.27656 0.74179 7.19290 -0.136 -0.149 -0.188 0.08
H -1.69259 2.28138 7.72688 0.267 0.618 -0.626 0.08
C -5.20171 -0.79086 2.22459 -0.500 1.069 0.277 -0.10
O -4.78249 0.16863 3.18961 -0.214 1.630 -0.008 -0.21
C -5.49263 1.45181 3.07191 1.708 -0.912 -0.832 -0.13
C -5.06474 2.20480 1.75777 -0.713 1.350 0.177 -0.20
O -3.66497 2.36144 1.60415 0.126 -1.182 1.571 -0.23
C -3.21098 3.26232 0.62080 -0.288 -1.545 -0.185 -0.09
H -4.35302 -1.43293 1.98889 -0.328 -0.294 0.337 0.08
H -5.52659 -0.32123 1.29615 0.205 0.178 -0.228 0.07
H -6.10895 -1.24102 2.62755 0.211 -0.863 -0.098 0.09
H -5.25523 2.11315 3.90520 0.835 -0.377 0.130 0.11
H -6.55075 1.28122 3.27035 -0.381 0.024 -1.038 0.12
H -5.47081 3.21442 1.81996 -0.367 0.369 0.507 0.11
H -5.52204 1.90786 0.81395 0.040 -0.979 -0.089 0.11
H -2.19354 2.95104 0.38408 0.201 0.332 0.302 0.06
H -3.23802 4.29859 0.95772 -0.326 0.094 -0.372 0.10
H -3.76657 2.95285 -0.26444 -0.255 1.128 -0.551 0.09
C 1.32109 -1.07014 -6.89197 0.637 0.700 -0.611 -0.11
O 2.33940 -1.05878 -5.90942 -0.860 -0.423 0.546 -0.21
C 3.29521 -0.01234 -6.00042 0.820 -1.879 -0.597 -0.18
C 4.54263 -0.43764 -5.14659 -1.480 0.899 -0.707 -0.20
O 4.51519 0.30227 -3.96895 0.502 -0.427 1.107 -0.21
C 3.38158 0.12670 -3.06331 1.711 0.745 -0.789 -0.05
H 1.74611 -0.76293 -7.84752 0.249 -0.134 -0.355 0.08
H 0.53651 -0.32828 -6.74300 -0.267 -0.042 0.558 0.08
H 0.90286 -2.06511 -7.04435 0.085 0.016 0.494 0.09
H 2.90971 0.95754 -5.68604 0.011 0.055 0.059 0.13
H 3.57829 -0.00545 -7.05300 0.191 0.556 -0.243 0.11
H 5.45725 -0.21069 -5.69438 0.048 0.440 0.158 0.12
H 4.59222 -1.51462 -4.98607 -0.523 -0.245 0.081 0.12
H 3.86541 0.40301 -2.12647 -0.636 0.114 0.226 0.09
H 3.00766 -0.89354 -2.97736 -0.035 0.185 -0.478 0.06
H 2.65359 0.86761 -3.39373 -0.496 -0.365 0.479 0.08
C -1.03788 -1.47314 1.31795 0.351 -0.934 0.735 -0.12
O -0.55333 -0.84496 0.17264 -0.365 -0.371 0.157 -0.19
C -1.64614 -0.38697 -0.56355 1.290 2.446 -1.367 -0.20
C -1.09144 0.87892 -1.32517 -0.274 -2.074 -0.454 -0.14
O -0.11754 0.58008 -2.36004 -0.041 0.681 2.206 -0.18
C -0.67035 -0.19466 -3.36521 -0.187 0.153 -0.762 -0.12
H -0.18359 -1.89313 1.84890 -0.036 0.160 0.212 0.09
H -1.70091 -2.30725 1.08828 -0.145 -0.227 -0.254 0.09
H -1.60831 -0.80111 1.95910 0.102 0.232 0.112 0.07
H -2.37420 0.10578 0.08083 -0.548 -0.499 0.260 0.11
H -2.06155 -1.14324 -1.22958 -0.263 -0.114 0.286 0.12
H -0.66282 1.43175 -0.48924 0.419 0.419 -0.653 0.10
H -1.96093 1.36526 -1.76737 0.002 0.464 -0.135 0.11
H 0.12225 -0.52829 -4.03496 0.107 -0.111 0.165 0.08
H -1.32672 0.45091 -3.94875 -0.482 -0.168 -0.302 0.09
H -1.22410 -1.04845 -2.97468 0.044 -0.135 -0.220 0.08